46
Properties=species:S:1:pos:R:3 method="wB97M-V/def2-TZVPD" homo_ha=-0.324 lumo_ev=0.1133 relative_energy_kj_mol=48.5 total_energy_ha=-2514.59328 largest_force_ha_per_bohr=0.1102
O 1.84 2.07 -3.24
O 2.19 -1.31 3.48
O 2.17 -1.28 -0.96
N -1.75 4.06 0.08
N -0.99 4.26 -0.87
N -1.58 -0.70 -1.35
N -2.56 2.94 0.01
N -1.10 -0.63 -2.69
O 0.15 -2.43 3.70
S -0.88 -3.10 -1.78
S -2.25 -2.51 0.66
S 0.62 2.11 1.91
C 0.91 2.20 -2.44
C 1.08 -1.66 3.01
C 1.79 -0.30 -0.32
C -1.69 -1.96 -0.89
C -2.12 2.37 -1.12
C -0.55 -1.77 -2.99
C -0.74 0.93 1.89
C -0.68 -0.43 1.68
N -1.10 3.21 -1.64
N 1.64 -0.42 1.02
N 1.04 1.89 -1.10
C 0.60 -3.24 4.75
C 0.65 -1.99 -3.88
C -2.10 -1.13 1.72
C -0.30 3.07 -2.85
C 0.57 -1.16 1.68
C 1.98 1.08 1.15
C 2.08 1.15 -0.41
H -2.56 1.50 -1.62
H -1.69 1.36 2.13
H 0.30 2.18 -0.51
H 1.36 -3.96 4.34
H -0.22 -3.77 5.16
H 1.12 -2.64 5.50
H 0.87 -0.96 -4.35
H 1.38 -2.21 -3.11
H 0.44 -2.76 -4.65
H -2.54 -1.21 2.75
H -2.88 -0.39 1.26
H -0.90 2.76 -3.68
H -0.05 4.10 -3.19
H 0.38 -2.05 1.05
H 3.02 1.22 1.58
H 3.07 1.49 -0.90

35
Properties=species:S:1:pos:R:3 method="wB97M-V/def2-TZVPD" homo_ha=-0.329 lumo_ev=0.0888 relative_energy_kj_mol=70.5 total_energy_ha=-882.12025 largest_force_ha_per_bohr=0.0686
C -3.15 0.79 -2.93
C -2.44 1.40 -1.92
C -2.07 2.82 -1.89
O -2.52 3.63 -2.67
O -1.17 3.09 -0.95
C -0.72 1.81 -0.43
C -0.43 1.95 1.05
C -0.38 0.64 1.81
C 0.15 0.92 3.24
C 0.33 -0.43 1.03
C 1.57 -1.02 1.39
C 1.94 -1.87 0.41
C 3.19 -2.68 0.38
C 3.61 -3.52 -0.81
O 3.98 -2.59 1.34
O 0.92 -1.90 -0.53
C -0.04 -1.00 -0.17
C -1.14 -0.61 -1.10
C -1.74 0.78 -0.77
H -3.52 1.42 -3.74
H -3.39 -0.25 -2.98
H 0.22 1.59 -0.93
H -1.19 2.61 1.49
H 0.52 2.50 1.14
H -1.43 0.30 1.97
H -0.51 1.60 3.77
H 1.15 1.33 3.19
H 0.21 0.00 3.84
H 2.12 -0.86 2.29
H 2.81 -4.23 -1.06
H 4.54 -4.04 -0.66
H 3.70 -2.82 -1.66
H -0.77 -0.59 -2.12
H -1.90 -1.43 -1.08
H -2.44 0.68 0.06

41
Properties=species:S:1:pos:R:3 method="wB97M-V/def2-TZVPD" homo_ha=-0.320 lumo_ev=0.5597 relative_energy_kj_mol=0.0 total_energy_ha=-2372.88808 largest_force_ha_per_bohr=0.0154
C -0.40 -0.08 -3.34
C 0.65 0.75 -2.59
C 1.33 1.76 -3.51
N 0.09 1.38 -1.41
C 0.68 0.99 -0.26
O 0.44 1.36 0.86
N 1.64 0.04 -0.61
C 2.50 -0.60 0.36
C 1.87 -1.86 1.00
O 1.96 -1.84 2.41
C 0.97 -1.07 3.07
C -0.34 -1.85 3.25
O -1.21 -1.77 2.12
C -1.74 -0.61 1.67
C -2.14 -0.67 0.32
Cl -1.87 -2.14 -0.53
C -2.73 0.39 -0.34
C -2.91 1.58 0.36
Cl -3.59 2.94 -0.45
C -2.55 1.68 1.69
C -1.98 0.59 2.34
Cl -1.60 0.84 4.00
C 1.70 -0.17 -1.96
O 2.45 -0.92 -2.53
H -0.88 -0.78 -2.67
H 0.10 -0.64 -4.13
H -1.14 0.58 -3.78
H 1.88 1.23 -4.28
H 2.02 2.38 -2.94
H 0.58 2.40 -3.98
H -0.63 2.08 -1.44
H 2.72 0.12 1.15
H 3.43 -0.86 -0.16
H 0.83 -1.95 0.67
H 2.41 -2.75 0.69
H 0.79 -0.12 2.55
H 1.39 -0.86 4.06
H -0.86 -1.53 4.16
H -0.12 -2.91 3.32
H -3.02 0.30 -1.37
H -2.69 2.60 2.23

38
Properties=species:S:1:pos:R:3 method="wB97M-V/def2-TZVPD" homo_ha=-0.300 lumo_ev=0.0258 relative_energy_kj_mol=0.0 total_energy_ha=-1377.21965 largest_force_ha_per_bohr=0.0120
C -6.73 -2.20 -0.99
O -5.74 -1.18 -1.03
C -4.83 -1.21 -0.05
O -4.80 -2.05 0.81
C -3.87 -0.10 -0.19
C -2.92 0.10 0.72
C -1.98 1.25 0.64
O -2.34 2.34 0.26
N -0.71 1.01 1.09
C -0.11 -0.28 1.26
C 0.90 -0.51 0.12
N 1.89 0.54 0.13
C 3.20 0.29 -0.22
C 3.95 1.17 -1.02
C 5.28 0.91 -1.30
C 5.91 -0.22 -0.81
C 5.17 -1.09 -0.02
Cl 5.93 -2.50 0.62
C 3.85 -0.85 0.28
C 1.29 1.84 -0.07
C 0.26 2.08 1.05
H -6.27 -3.18 -1.10
H -7.40 -2.00 -1.83
H -7.28 -2.16 -0.05
H -3.97 0.53 -1.06
H -2.88 -0.54 1.59
H 0.42 -0.30 2.22
H -0.86 -1.07 1.24
H 0.35 -0.51 -0.84
H 1.38 -1.48 0.23
H 3.48 2.04 -1.45
H 5.83 1.60 -1.93
H 6.94 -0.42 -1.04
H 3.33 -1.53 0.93
H 2.05 2.61 -0.01
H 0.78 1.91 -1.05
H -0.27 3.02 0.87
H 0.78 2.12 2.01

49
Properties=species:S:1:pos:R:3 method="wB97M-V/def2-TZVPD" homo_ha="-0.055 / -0.056" s_squared=16.045 lumo_ev="4.1122 / 4.2524" total_charge=-2 spin_multiplicity=8 relative_energy_kj_mol=0.0 total_energy_ha=-5175.85115 largest_force_ha_per_bohr=0.0199
Gd -0.51 -0.64 -2.39
S 0.36 0.64 -6.46
Sb -1.69 0.72 -5.41
S -1.32 1.80 -3.28
S -1.91 -1.52 -4.46
F 3.56 -4.67 -1.12
C 2.41 -5.34 -0.89
F 2.10 -6.00 -2.03
F 2.73 -6.32 0.01
C 1.30 -4.46 -0.39
C 0.73 -4.75 0.84
C -0.29 -3.95 1.34
C -0.70 -2.89 0.55
N -0.16 -2.61 -0.63
C 0.83 -3.37 -1.15
S 1.42 -2.90 -2.70
H 1.10 -5.59 1.41
H -0.75 -4.13 2.30
H -1.49 -2.21 0.87
C -3.01 3.18 3.74
C -3.45 1.76 3.45
O -3.34 1.47 2.06
P -1.93 1.00 1.41
S -2.45 0.08 -0.26
S -0.78 0.11 2.72
O -1.22 2.39 1.07
C -1.69 3.31 0.06
C -0.49 3.92 -0.63
H -3.21 3.44 4.78
H -3.55 3.89 3.10
H -1.95 3.29 3.55
H -4.50 1.60 3.70
H -2.84 1.04 4.01
H -2.28 4.07 0.58
H -2.32 2.78 -0.65
H 0.22 4.32 0.11
H -0.80 4.73 -1.29
H 0.02 3.18 -1.25
I 1.99 0.49 -4.00
C 2.56 0.54 -1.93
C 3.78 1.00 -1.45
C 3.95 1.16 -0.09
C 2.91 0.87 0.78
C 1.72 0.41 0.23
N 1.57 0.25 -1.08
H 4.59 1.23 -2.14
H 4.90 1.52 0.30
H 2.99 1.00 1.85
H 0.87 0.14 0.85

38
Properties=species:S:1:pos:R:3 method="wB97M-V/def2-TZVPD" homo_ha=-0.291 lumo_ev=0.5302 relative_energy_kj_mol=283.2 total_energy_ha=-971.78512 largest_force_ha_per_bohr=0.0119
C -6.08 -1.49 -0.20
O -4.80 -2.06 -0.11
C -3.72 -1.23 0.02
C -2.48 -1.86 0.12
C -1.33 -1.11 0.25
C -1.38 0.28 0.26
N -0.25 1.08 0.40
C 1.02 0.95 -0.13
O 1.88 1.76 0.14
N 1.22 -0.14 -0.93
C 2.49 -0.26 -1.63
C 3.63 -0.39 -0.65
C 3.50 -1.13 0.52
C 4.59 -1.22 1.38
C 5.77 -0.59 1.02
N 5.90 0.10 -0.10
C 4.86 0.21 -0.90
C -2.63 0.91 0.18
O -2.60 2.27 0.24
C -3.82 2.98 0.23
C -3.79 0.16 0.06
H -6.34 -0.91 0.69
H -6.17 -0.84 -1.09
H -6.77 -2.32 -0.30
H -2.45 -2.94 0.11
H -0.38 -1.61 0.37
H -0.42 1.99 0.81
H 0.41 -0.55 -1.37
H 2.44 -1.16 -2.25
H 2.67 0.61 -2.27
H 2.56 -1.60 0.76
H 4.51 -1.78 2.30
H 6.64 -0.64 1.65
H 5.02 0.80 -1.79
H -4.37 2.82 -0.70
H -4.45 2.71 1.08
H -3.54 4.03 0.31
H -4.75 0.65 0.00